1.
29
Properties=species:S:1:pos:R:3:forces:R:3 method="wB97M-V/def2-TZVPD" charge=0 multiplicity=1 homo_energy_ev=-8.4
C -2.14853 0.88728 0.62705 1.407 2.708 -1.533
C -1.68459 0.32787 -0.71178 3.147 -0.054 1.721
C -0.98801 1.29278 1.54872 0.053 -2.227 -0.671
C -0.81906 1.35629 -1.41161 1.173 -2.720 -1.523
C 0.34542 1.61597 0.86681 -1.291 0.654 1.328
C 0.42792 1.72598 -0.63584 -2.275 -3.744 1.328
C 1.13378 0.61970 0.11677 1.166 -1.890 -0.175
C 2.22653 -2.00924 0.37405 -0.578 1.154 -0.545
C 0.32924 -1.94250 -1.21687 0.493 -0.413 -1.614
C 0.78152 -1.45375 0.10885 3.193 2.866 -0.719
O -0.15741 -1.47520 1.06702 0.055 -1.531 1.149
Br 3.05650 1.00420 0.46482 -0.321 -0.001 -0.406
H -2.78576 1.80686 0.53024 0.434 -0.703 -0.553
H -2.75040 0.21161 1.06087 -2.086 -2.524 1.876
H -1.04421 -0.59070 -0.57608 -1.291 1.789 0.326
H -2.41951 -0.05685 -1.30374 -2.543 -0.434 -1.702
H -1.28972 2.11560 2.08381 -0.619 2.413 0.975
H -0.92827 0.56903 2.37796 0.604 -0.191 -0.498
H -0.59310 0.99234 -2.48554 0.032 0.553 1.555
H -1.37292 2.20658 -1.52481 -1.567 2.515 -0.468
H 0.80802 2.39772 1.49363 0.486 -0.656 -0.686
H 0.94304 2.42118 -1.12388 2.487 2.953 -1.380
H 2.44506 -1.83564 1.42316 0.676 -0.033 -0.023
H 2.97982 -1.55785 -0.33360 -0.930 0.413 1.112
H 2.40867 -3.02478 0.06331 -0.881 -0.928 0.519
H 1.10577 -2.67923 -1.57740 -1.482 0.056 0.400
H -0.73604 -2.22593 -1.22340 0.763 -0.666 -0.026
H 0.41463 -1.19041 -1.99178 -0.050 0.504 0.018
H 0.31162 -1.50892 1.90927 -0.254 0.136 0.216

***

2.
31
Properties=species:S:1:pos:R:3:forces:R:3 method="wB97M-V/def2-TZVPD" charge=0 multiplicity=6 homo_energy_ev="-5.8 / -9.1"
Ir -0.41035 -0.59478 0.74482 -5.163 -4.052 -0.805
Cl -2.13364 -2.16306 0.83127 -0.617 -0.447 0.054
Cl 0.03947 -1.28763 2.94344 0.763 -0.723 1.720
C -0.93947 1.12801 1.45306 -2.006 4.665 2.534
H -1.28558 1.99386 0.87271 0.092 -0.366 0.471
H -0.93472 1.25621 2.54485 0.009 0.095 -0.430
C -0.19407 -0.77171 -1.36067 0.379 1.332 -1.878
C -0.55166 0.60595 -1.02317 1.129 -1.706 -1.932
H 0.86989 -0.99963 -1.49408 -0.321 0.132 -0.052
C -1.87522 1.15018 -1.49188 -0.409 -0.140 0.172
H 0.26724 1.33220 -0.95641 -0.315 -0.224 0.045
C -2.94835 0.06127 -1.59701 0.047 -0.051 0.033
H -2.21113 1.94751 -0.82816 -0.072 0.053 -0.056
H -1.72956 1.60738 -2.48374 0.107 -0.076 0.199
C -2.49179 -1.06879 -2.51980 0.034 0.208 -0.311
H -3.15519 -0.36155 -0.60643 -0.053 0.303 -0.209
H -3.88142 0.49322 -1.97953 0.166 -0.049 0.093
C -1.12563 -1.67199 -2.15542 -0.061 -0.518 0.236
H -3.25131 -1.86049 -2.53611 0.177 0.142 -0.035
H -2.41844 -0.67234 -3.54222 -0.129 -0.009 0.127
H -1.29657 -2.58904 -1.57895 0.147 0.106 -0.198
H -0.61125 -1.97705 -3.07722 -0.043 0.089 0.182
C 4.05005 0.35620 3.11020 -0.322 -0.190 0.200
C 3.74113 0.78842 1.66569 0.492 0.314 0.177
C 2.44898 0.33088 1.19271 -0.673 -0.175 0.029
N 1.40752 -0.06013 0.87794 6.769 1.256 0.077
H 3.36915 0.85275 3.80948 0.100 -0.167 -0.141
H 5.07383 0.61818 3.39045 -0.150 0.034 -0.234
H 3.92866 -0.72613 3.22248 0.008 0.218 0.006
H 3.74793 1.88254 1.59293 0.050 -0.150 -0.099
H 4.50151 0.39956 0.97876 -0.136 0.097 0.025

***

What did we get for energy relative to the best compared isomer or geometry (same formula, charge and spin)? Answer: 457.3; 0.0 kJ/mol, in the order shown.